1.
Computed, not measured: 5 unconnected molecules or ions with the total composition C20H41NO14P2 at a distorted geometry, with the ωB97M-V functional and the def2-TZVPD basis.

Last column: Mulliken charge in e.
Element x y z (Å)
C  -0.9306  -0.1489  10.6110  -1.08
C  0.0380  0.8518  9.9759  -0.34
O  -0.4319  1.4336  8.7705  -0.30
P  -0.1149  2.9498  8.3496  0.94
O  1.2574  3.4510  8.4768  -0.74
O  -0.5422  2.9653  6.8020  -0.25
C  0.2612  2.3517  5.8943  -0.27
C  0.5654  3.4994  4.7993  -1.21
O  -1.2586  3.7662  9.2395  -0.34
C  -2.5636  3.1276  9.3537  0.29
C  -3.2986  3.8934  10.4529  -1.25
H  -0.4741  -1.1211  10.4252  0.29
H  -0.9430  -0.1079  11.7001  0.30
H  -1.9044  -0.1656  10.1214  0.34
H  0.1755  1.6728  10.6796  0.31
H  1.0170  0.4593  9.7010  0.39
H  1.2455  2.0314  6.2361  0.34
H  -0.2725  1.4914  5.4905  0.33
H  1.3671  3.1663  4.1403  0.33
H  -0.1997  3.9653  4.1783  0.35
H  0.7677  4.4346  5.3214  0.31
H  -3.0563  3.0314  8.3862  0.33
H  -2.3813  2.1260  9.7432  -0.09
H  -4.2566  3.4043  10.6293  0.38
H  -2.6659  3.8557  11.3397  0.31
H  -3.2343  4.9521  10.2016  0.33
C  0.0326  -1.7661  -15.0750  -1.30
C  -0.1233  -1.6898  -13.5873  -0.05
O  -0.9953  -2.7565  -13.1960  -0.34
P  -0.8342  -3.5130  -11.7009  0.84
O  0.2183  -4.5769  -11.6522  -0.67
O  -2.3526  -4.0573  -11.4983  -0.32
C  -2.4819  -5.4515  -11.2521  -0.13
C  -3.8803  -6.0233  -11.0593  -1.23
O  -0.6371  -2.2744  -10.6363  -0.27
C  -0.7664  -2.5115  -9.2553  -0.07
C  -0.4054  -1.3816  -8.3203  -1.32
H  -0.9819  -1.5894  -15.4323  0.30
H  0.7968  -1.0749  -15.4304  0.36
H  0.3071  -2.7024  -15.5610  0.33
H  0.8163  -1.9388  -13.0941  0.37
H  -0.5566  -0.7257  -13.3211  0.23
H  -2.0393  -5.9773  -12.0981  0.32
H  -1.8116  -5.6418  -10.4140  0.33
H  -4.5102  -5.9709  -11.9473  0.31
H  -3.8264  -7.0687  -10.7554  0.36
H  -4.3721  -5.5211  -10.2262  0.33
H  -1.8081  -2.8067  -9.1298  0.26
H  -0.0999  -3.3473  -9.0424  0.35
H  0.6599  -1.1762  -8.4254  0.32
H  -0.8492  -0.4131  -8.5508  0.35
H  -0.7505  -1.6124  -7.3124  0.36
O  0.5422  -3.9833  5.2215  -0.57
C  0.6000  -4.6726  6.2702  0.72
O  1.6757  -5.0632  7.0139  -0.35
C  1.3389  -5.6873  8.2312  -0.20
C  -0.1767  -5.9391  7.9906  -0.27
O  -0.4840  -5.2165  6.8534  -0.33
H  2.0056  -6.5439  8.1325  0.25
H  1.4991  -5.0665  9.1127  0.23
H  -0.7486  -5.6092  8.8578  0.26
H  -0.4261  -6.9985  7.9306  0.25
O  3.9516  5.0304  -0.8508  -0.55
C  4.2843  6.1004  -0.3820  0.71
O  3.4227  7.0957  -0.0948  -0.34
C  4.0639  8.2951  0.4165  -0.23
C  5.5089  7.8199  0.5016  -0.22
O  5.5443  6.5016  -0.0737  -0.34
H  3.8531  9.0986  -0.2892  0.23
H  3.6288  8.6341  1.3566  0.23
H  5.7532  7.5771  1.5358  0.25
H  6.2259  8.4061  -0.0732  0.26
C  0.5477  0.1469  -0.1753  -0.77
C  -0.6989  0.9199  0.0203  0.31
N  -1.6201  1.5288  0.2276  -0.32
H  0.8037  -0.0579  -1.2149  0.27
H  0.5563  -0.8093  0.3478  0.25
H  1.4337  0.7247  0.0879  0.26

## Properties
total energy = -70139.7791 eV
largest force on an atom = 5.35 eV Å⁻¹
charge = 0
SMILES string = CCOP(=O)(OCC)OCC.CCOP(=O)(OCC)OCC.O=C1OCCO1.O=C1OCCO1.CC#N
2S+1 = 1
orbital gap = 10.6749 eV
lowest unoccupied orbital energy = 0.3 eV

2.
Computed, not measured: a molecular structure, C20H42As3NNaO3S2Si at a distorted geometry, with the ωB97M-V functional and the def2-TZVPD basis.

Last column: Mulliken charge in e.
Element x y z (Å)
Na  -0.0186  0.3162  0.9746  0.39
C  4.1591  4.8978  -1.7188  -1.09
Si  3.4883  4.4228  -0.0448  0.18
C  4.7915  4.8398  1.2373  -1.08
C  2.0401  5.5136  0.3261  -0.97
C  3.2830  2.5589  -0.0451  0.20
C  4.4544  1.8331  0.1027  -0.05
C  4.4606  0.4407  0.0979  -1.11
C  3.2354  -0.1736  -0.0488  0.12
N  2.0840  0.4738  -0.2332  -0.43
C  2.0697  1.8343  -0.2492  0.57
S  0.5335  2.6288  -0.4904  -0.59
H  4.3677  5.9714  -1.7677  0.30
H  3.4354  4.6522  -2.5012  0.32
H  5.0828  4.3530  -1.9349  0.34
H  4.9916  5.9160  1.2345  0.30
H  5.7385  4.3236  1.0654  0.32
H  4.4375  4.5647  2.2352  0.31
H  2.4115  6.5426  0.3922  0.29
H  1.5707  5.2398  1.2735  0.31
H  1.2737  5.4410  -0.4437  0.29
H  5.3967  2.3561  0.2362  0.21
H  5.3683  -0.1328  0.2273  0.37
H  3.1648  -1.2579  -0.0217  0.13
C  -3.8063  1.2028  0.8390  -1.26
As  -2.6454  -0.0771  -0.0897  0.79
C  -3.6989  -0.0880  -1.7386  -1.28
C  -3.3813  -1.6632  0.8462  -2.05
C  -3.0339  -3.1092  0.4199  2.51
C  -3.8691  -4.0109  1.3447  -2.39
C  -1.5635  -3.4960  0.6590  -1.90
As  -0.0651  -2.4722  -0.1528  0.87
C  0.0973  -3.3608  -1.8928  -1.41
C  1.2899  -3.5989  0.7167  -1.41
C  -3.4293  -3.3229  -1.0542  -1.09
As  -3.8925  -5.1411  -1.6621  0.20
C  -2.1314  -5.8404  -2.1579  -1.05
C  -4.3858  -4.5661  -3.4699  -1.22
H  -4.8519  0.9049  0.7373  0.37
H  -3.6596  2.1848  0.3893  0.40
H  -3.5198  1.2437  1.8878  0.32
H  -4.7307  -0.3737  -1.5251  0.34
H  -3.2795  -0.7584  -2.4863  0.31
H  -3.6827  0.9278  -2.1343  0.46
H  -4.4713  -1.5557  0.8189  0.69
H  -3.0823  -1.5237  1.8901  0.48
H  -3.6792  -3.7373  2.3845  0.55
H  -3.6201  -5.0673  1.2194  0.52
H  -4.9388  -3.8975  1.1476  0.45
H  -1.4181  -4.5462  0.3835  0.50
H  -1.3535  -3.4185  1.7310  0.67
H  0.0607  -4.4473  -1.7973  0.34
H  1.0638  -3.0654  -2.3034  0.55
H  -0.6766  -3.0286  -2.5853  0.33
H  1.0117  -4.6499  0.6165  0.47
H  1.3554  -3.3218  1.7679  0.25
H  2.2573  -3.4419  0.2397  0.47
H  -2.6719  -2.9173  -1.7288  -0.08
H  -4.3521  -2.7734  -1.2607  0.76
H  -1.5585  -6.0908  -1.2655  0.28
H  -1.5696  -5.1196  -2.7525  0.20
H  -2.2884  -6.7504  -2.7380  0.50
H  -5.3456  -4.0513  -3.4389  0.35
H  -4.4772  -5.4416  -4.1128  0.41
H  -3.6295  -3.8943  -3.8802  0.32
C  0.3010  0.0680  4.7811  -1.15
S  -0.7163  -0.5452  3.4784  1.27
O  -1.3743  0.6306  2.8941  -0.77
O  -1.6103  -1.5162  4.0773  -0.68
O  0.2212  -1.1186  2.4928  -0.73
H  -0.3238  0.2367  5.6562  0.35
H  0.7610  0.9997  4.4562  0.29
H  1.0665  -0.6743  4.9988  0.30

## Properties
total energy = -245539.2284 eV
largest force on an atom = 1.28 eV Å⁻¹
charge = -1
2S+1 = 1
orbital gap = 6.3923 eV
lowest unoccupied orbital energy = 2.2 eV

3.
Computed, not measured: a molecular structure, C20H42AsMoNO3PSi2Te, with the ωB97M-V functional and the def2-TZVPD basis.

Last column: Mulliken charge in e.
Element x y z (Å)
Mo  -0.4294  0.3900  0.2305  -0.46
N  -0.6661  -0.6831  1.5536  -0.47
C  -0.8721  -1.6464  2.5111  -0.16
C  0.0358  -1.8226  3.5598  0.24
C  -0.1866  -2.7996  4.5183  -0.76
C  -1.3074  -3.6160  4.4485  -0.42
C  -2.2081  -3.4474  3.4019  -0.55
C  -1.9999  -2.4729  2.4418  -0.16
H  0.9177  -1.1954  3.5964  0.25
H  0.5270  -2.9275  5.3238  0.37
H  -1.4752  -4.3800  5.1971  0.37
H  -3.0825  -4.0838  3.3340  0.37
H  -2.6857  -2.3305  1.6156  0.42
C  1.5720  6.4735  0.7281  -1.32
C  1.3023  5.1436  1.3902  0.02
O  0.0172  4.6784  0.9361  -0.27
P  -0.3987  3.1664  1.2299  0.75
O  0.7034  2.2117  0.8016  -0.18
Te  -2.3691  2.4631  0.1321  -0.29
O  -0.4898  3.2163  2.8301  -0.38
C  -0.6894  1.9939  3.5674  0.44
C  -0.7178  2.3320  5.0379  -1.47
H  2.5362  6.8653  1.0566  0.39
H  0.7964  7.1943  0.9874  0.30
H  1.5923  6.3621  -0.3556  0.32
H  1.2742  5.2366  2.4779  0.26
H  2.0607  4.4049  1.1239  0.20
H  0.1211  1.3034  3.3301  -0.20
H  -1.6255  1.5352  3.2414  0.27
H  0.2234  2.7884  5.3475  0.34
H  -0.8691  1.4206  5.6182  0.41
H  -1.5304  3.0249  5.2590  0.34
C  -2.1775  -0.9845  -4.9549  -1.16
Si  -1.8895  0.1569  -3.4761  0.38
C  -3.3760  1.3163  -3.4577  -0.98
C  -0.3810  1.2146  -3.8727  -0.99
As  -1.7647  -1.0499  -1.4961  0.06
Si  -0.4390  -2.8456  -2.1934  0.63
C  1.0313  -2.5435  -3.3427  -1.01
C  -1.5141  -4.1206  -3.0846  -1.16
C  0.1737  -3.7053  -0.6308  -0.90
H  -2.3299  -0.3844  -5.8577  0.37
H  -3.0690  -1.5956  -4.7973  0.28
H  -1.3376  -1.6566  -5.1362  0.29
H  -3.5139  1.7665  -4.4458  0.31
H  -3.2425  2.1258  -2.7383  0.16
H  -4.2872  0.7746  -3.1950  0.26
H  -0.5081  1.7497  -4.8191  0.41
H  0.5214  0.6028  -3.9407  0.26
H  -0.2215  1.9548  -3.0834  0.17
H  1.4971  -3.4991  -3.6060  0.44
H  1.7867  -1.9079  -2.8802  0.21
H  0.7141  -2.0622  -4.2709  0.24
H  -1.9034  -3.7323  -4.0276  0.26
H  -2.3670  -4.3962  -2.4605  0.29
H  -0.9385  -5.0264  -3.3016  0.34
H  0.7248  -3.0225  0.0179  0.03
H  0.8160  -4.5577  -0.8725  0.44
H  -0.6820  -4.0756  -0.0595  0.24
C  2.9178  -0.1718  1.4102  -0.94
C  2.7899  0.3331  -0.0243  1.28
C  3.9878  -0.1357  -0.8540  -1.73
C  1.4731  -0.1279  -0.6531  -0.46
H  3.8851  0.0938  1.8489  0.46
H  2.8190  -1.2625  1.4391  0.31
H  2.1260  0.2503  2.0315  -0.24
H  2.8047  1.4263  0.0053  0.02
H  4.0168  -1.2295  -0.8939  0.31
H  4.9386  0.2102  -0.4342  0.45
H  3.9174  0.2279  -1.8823  0.39
H  1.5334  -1.2097  -0.8136  -0.12
H  1.3906  0.3002  -1.6684  0.43

## Properties
total energy = -124092.6680 eV
largest force on an atom = 0.24 eV Å⁻¹
charge = -1
2S+1 = 1
orbital gap = 5.9125 eV
lowest unoccupied orbital energy = 2.6 eV